A cluster of 18 separate species, C87H186F21N11O21 in total in a non-equilibrium geometry, computed with the ωB97M-V functional and the def2-TZVPD basis.

The total energy is -209655.74462 eV. As for the total charge: +4. The molar mass comes out at 2121.46 u. The value obtained for the HOMO-LUMO gap is 7.36 eV. For the LUMO energy, the calculation gives -5.94 eV. The calculation puts the HOMO energy at -13.31 eV.

Each line ends with the Mulliken charge.
Atoms and positions in Å:
C (27.7994, 28.8916, 25.5175)  -1.365
C (28.8524, 28.0405, 24.8646)  -0.544
C (28.3757, 26.6139, 24.6570)  -0.400
C (29.5790, 25.8005, 24.0689)  -1.122
N (29.2337, 24.5219, 23.2854)  0.520
C (28.3121, 23.6907, 24.1070)  -0.284
C (29.3047, 22.7143, 24.7908)  -0.731
C (30.3881, 22.3730, 23.8070)  -0.644
C (30.6184, 23.7816, 23.1036)  -0.467
C (28.5163, 24.8407, 22.0243)  -1.534
H (26.7753, 28.8028, 25.0256)  0.239
H (28.1380, 29.9213, 25.5286)  0.395
H (27.7350, 28.5772, 26.5451)  0.428
H (29.7013, 28.0808, 25.5276)  0.310
H (29.1470, 28.4917, 23.8903)  0.382
H (27.5605, 26.5423, 23.9180)  0.156
H (27.9701, 26.2070, 25.5805)  0.417
H (30.0870, 25.4587, 24.9141)  0.523
H (30.2359, 26.4736, 23.4545)  0.476
H (27.6325, 23.1550, 23.3949)  0.173
H (27.7326, 24.2921, 24.7691)  0.275
H (28.7154, 21.9590, 25.2454)  0.512
H (29.7621, 23.1688, 25.6697)  0.355
H (30.2343, 21.5713, 23.0547)  0.326
H (31.3016, 22.1409, 24.3525)  0.343
H (30.9111, 23.6248, 22.0791)  0.376
H (31.3279, 24.4487, 23.5403)  0.367
H (27.4835, 25.0777, 22.1465)  0.494
H (28.5919, 23.9770, 21.4076)  0.623
H (29.0210, 25.6395, 21.5434)  0.412
C (16.0943, 17.7689, 11.4374)  -1.041
C (17.5172, 17.9442, 10.7562)  -0.848
C (18.2028, 19.2523, 11.2505)  1.247
C (19.5560, 19.3430, 10.4334)  -1.355
N (20.5065, 20.4669, 10.5759)  0.758
C (21.6914, 20.4021, 9.5984)  -0.803
C (22.8020, 21.2692, 10.1468)  -0.309
C (22.4538, 21.3042, 11.6959)  0.505
C (21.2382, 20.4225, 11.8961)  0.031
C (19.8409, 21.8152, 10.4976)  -0.872
H (15.3659, 18.5543, 11.1021)  0.101
H (16.2484, 17.7756, 12.4931)  0.320
H (15.7729, 16.7275, 11.2812)  0.476
H (17.3101, 18.0049, 9.6959)  0.405
H (18.1386, 17.0657, 10.9628)  0.459
H (18.3100, 19.1016, 12.3609)  -0.009
H (17.5789, 20.1033, 11.0088)  -0.601
H (19.3562, 19.2599, 9.3830)  0.549
H (20.1777, 18.4654, 10.7342)  0.335
H (21.3484, 20.7008, 8.6154)  0.339
H (21.9207, 19.3155, 9.5842)  0.453
H (22.8507, 22.3055, 9.7328)  0.324
H (23.7709, 20.7734, 10.0308)  0.208
H (22.4113, 22.3546, 11.9746)  0.221
H (23.2942, 20.8300, 12.2031)  -0.752
H (20.7123, 20.8344, 12.7992)  -0.434
H (21.4774, 19.4181, 12.1583)  0.047
H (19.1292, 21.8615, 11.3351)  0.120
H (19.2574, 21.8525, 9.6342)  0.420
H (20.5833, 22.6099, 10.4229)  0.513
C (12.5124, 17.3938, 15.4745)  -1.597
C (13.3354, 18.7039, 15.1660)  0.757
C (12.3588, 19.9563, 15.1183)  -0.225
C (12.2372, 20.3064, 13.5911)  -0.670
N (11.2270, 21.3323, 13.2681)  0.825
C (9.8102, 20.7857, 13.4691)  -0.642
C (9.3638, 20.1573, 12.1367)  -0.678
C (9.9907, 21.1415, 11.0991)  -0.655
C (11.2306, 21.6450, 11.7521)  -0.404
C (11.4707, 22.6449, 14.0397)  -0.955
H (12.0109, 17.4638, 16.4125)  0.368
H (13.1222, 16.5109, 15.5230)  0.402
H (11.8184, 17.1842, 14.6640)  0.404
H (13.9495, 18.7656, 14.2752)  -0.065
H (14.0184, 18.9296, 16.0070)  -0.438
H (12.8364, 20.7902, 15.5518)  0.148
H (11.3684, 19.7740, 15.6151)  0.413
H (11.9323, 19.4568, 12.9389)  0.317
H (13.2310, 20.5535, 13.2524)  -0.189
H (9.2585, 21.5991, 13.8309)  0.542
H (9.8143, 20.1553, 14.3230)  0.308
H (8.2687, 20.2022, 11.9481)  0.382
H (9.7502, 19.1619, 12.1561)  0.357
H (9.3329, 21.9548, 10.9043)  0.359
H (10.3135, 20.6888, 10.1162)  0.328
H (11.4361, 22.7105, 11.7009)  0.439
H (12.1529, 21.2021, 11.3603)  0.135
H (12.4884, 23.0004, 13.7526)  0.262
H (11.5178, 22.3756, 15.1093)  0.429
H (10.6910, 23.2909, 13.7625)  0.726
C (17.2010, 30.9181, 18.7947)  -1.314
C (15.9070, 30.1373, 18.9547)  -0.430
C (15.9153, 28.9631, 17.8922)  -0.637
C (14.7925, 27.9346, 18.2227)  -0.597
N (14.4319, 27.1750, 16.9786)  0.191
C (13.5381, 26.0121, 17.3148)  -0.450
C (13.5666, 25.1530, 15.9660)  -0.312
C (14.8882, 25.6360, 15.2454)  -0.206
C (15.5843, 26.6161, 16.1777)  -0.559
C (13.6431, 28.0435, 16.0268)  -0.818
H (17.2723, 31.5202, 17.8978)  0.433
H (18.0487, 30.2378, 18.7113)  0.209
H (17.4040, 31.5985, 19.6134)  0.395
H (14.9939, 30.7343, 18.9256)  0.426
H (16.0583, 29.7231, 19.9508)  0.294
H (16.8345, 28.4045, 17.9341)  0.190
H (15.8770, 29.4251, 16.9200)  0.473
H (13.8728, 28.3276, 18.6656)  0.535
H (15.2374, 27.2185, 18.9437)  0.094
H (12.6212, 26.4928, 17.7167)  0.605
H (13.8858, 25.4898, 18.2113)  -0.087
H (12.7022, 25.4096, 15.3375)  0.223
H (13.6474, 24.1103, 16.1423)  0.238
H (14.6423, 25.8907, 14.2169)  0.358
H (15.6106, 24.8213, 15.1156)  -0.247
H (16.1067, 27.4032, 15.6090)  0.471
H (16.2149, 26.0982, 16.8714)  0.403
H (12.7361, 28.3606, 16.5748)  0.393
H (13.2666, 27.4838, 15.1292)  0.341
H (14.2353, 28.8922, 15.7316)  0.367
C (24.0737, 24.9002, 12.5539)  -0.957
C (25.0500, 24.2206, 11.6168)  0.487
O (24.6847, 23.0912, 11.2723)  -0.613
N (26.2060, 24.8188, 11.3061)  -0.119
H (26.3047, 25.6337, 11.8468)  0.231
H (25.7262, 21.5452, 11.4799)  0.214
C (27.3462, 24.2147, 10.6397)  -0.825
H (23.2314, 25.2936, 12.0204)  0.347
H (24.5074, 25.7276, 13.1389)  0.417
H (23.6918, 24.1387, 13.2564)  0.050
H (27.3425, 23.1568, 10.5569)  0.260
H (28.2290, 24.5100, 11.2558)  0.331
H (27.4464, 24.6284, 9.5907)  0.309
C (25.6324, 16.4968, 11.1651)  -1.112
C (24.7373, 17.0231, 10.0339)  0.667
O (23.5732, 17.2919, 10.2976)  -0.548
N (25.3464, 17.1690, 8.8329)  -0.152
H (26.3678, 16.9431, 8.8479)  0.255
H (22.6493, 11.2454, 16.2012)  0.257
C (24.6476, 17.8183, 7.6920)  -0.591
H (26.2034, 17.2984, 11.5670)  0.295
H (26.3404, 15.7235, 10.7880)  0.435
H (24.9806, 16.1151, 12.0363)  0.173
H (25.4270, 18.3055, 7.0549)  0.362
H (23.9680, 18.6218, 8.0496)  0.042
H (24.0120, 17.0768, 7.1075)  0.263
C (21.0328, 10.6766, 19.5631)  -0.971
C (21.9187, 9.5131, 19.5185)  0.567
O (22.8418, 9.3604, 20.2620)  -0.426
N (21.6959, 8.3054, 18.6054)  -0.047
H (21.5293, 8.7072, 17.6528)  0.294
H (22.5916, 7.7523, 18.6168)  0.381
C (20.5144, 7.5293, 19.0053)  -0.877
H (20.6284, 11.0194, 18.6695)  0.233
H (21.6492, 11.4446, 19.9990)  0.353
H (20.1531, 10.4913, 20.1786)  0.359
H (19.6785, 8.2401, 18.9404)  0.368
H (20.6262, 7.1698, 20.0356)  0.359
H (20.1818, 6.8911, 18.2446)  0.397
C (20.1743, 21.5732, 23.3178)  -1.354
C (21.5329, 21.2724, 22.6058)  0.658
O (21.5993, 20.6421, 21.5510)  -0.856
N (22.6602, 21.8400, 23.0949)  0.244
H (21.5138, 19.4452, 20.0737)  0.269
H (23.4680, 21.9264, 22.4656)  0.095
C (22.5503, 22.6374, 24.2927)  -1.220
H (19.8072, 22.5121, 22.9262)  0.260
H (20.0779, 21.5069, 24.3693)  0.509
H (19.5067, 20.8268, 22.8870)  0.334
H (23.5559, 22.9339, 24.5295)  0.296
H (22.2390, 22.0289, 25.1375)  0.419
H (21.9134, 23.4813, 24.1973)  0.339
C (15.5785, 19.8226, 18.4241)  -0.553
C (14.2646, 19.5755, 19.2927)  0.815
O (14.0116, 20.2930, 20.2525)  -0.730
N (13.4469, 18.5653, 18.9483)  -0.166
H (13.5757, 18.2444, 17.9615)  0.142
H (14.3511, 21.6493, 21.1715)  0.579
C (12.1330, 18.2647, 19.5276)  -0.955
H (16.1567, 18.8782, 18.5050)  0.492
H (16.1162, 20.6506, 18.8962)  -0.113
H (15.4097, 20.0188, 17.4342)  -0.070
H (11.4903, 19.1273, 19.3795)  0.297
H (12.2545, 18.1268, 20.6358)  0.302
H (11.7336, 17.3675, 19.1635)  0.426
C (21.8991, 26.5797, 23.7106)  -1.775
C (21.3894, 26.1983, 22.3378)  1.255
C (20.3473, 27.2351, 21.8417)  -0.856
O (19.9195, 26.9576, 20.4918)  -0.257
C (18.6477, 27.4703, 20.1781)  -0.826
N (22.4718, 26.0829, 21.3281)  0.159
H (21.9915, 25.6331, 20.5375)  -0.011
H (23.4346, 27.5268, 21.2396)  0.509
H (23.0648, 25.2968, 21.6112)  -0.384
H (22.1700, 27.6655, 23.7658)  0.358
H (22.7792, 26.0595, 24.0783)  0.332
H (21.0610, 26.4301, 24.4176)  0.470
H (20.8649, 25.1737, 22.4959)  -0.187
H (20.8295, 28.2151, 21.9956)  0.099
H (19.4410, 27.1237, 22.4437)  0.468
H (18.7339, 27.4679, 19.0584)  0.175
H (18.4470, 28.5202, 20.4821)  0.392
H (17.8802, 26.8124, 20.6039)  0.310
C (21.4547, 21.4686, 17.3777)  -1.849
C (22.0513, 20.6290, 16.2106)  1.577
C (20.9076, 19.9947, 15.4199)  -1.903
O (21.3709, 19.0110, 14.4704)  0.901
C (21.3958, 17.7568, 15.0099)  -0.918
N (22.6764, 21.6408, 15.2656)  -0.396
H (23.6862, 21.6329, 15.4977)  0.172
H (22.4681, 21.4032, 14.2983)  -0.151
H (24.4096, 23.0565, 18.8833)  0.169
H (22.2316, 21.7750, 18.0144)  0.129
H (20.7328, 21.0690, 18.1224)  0.277
H (21.0481, 22.3783, 16.9892)  0.580
H (22.7298, 19.8562, 16.5779)  0.255
H (20.3257, 20.8314, 14.9404)  0.064
H (20.0876, 19.5444, 15.9897)  0.683
H (20.3401, 17.5515, 15.5545)  0.106
H (22.1770, 17.5419, 15.7846)  0.134
H (21.5170, 17.0771, 14.1781)  0.413
C (25.3103, 23.6069, 20.8237)  0.076
O (24.3226, 23.8293, 19.5577)  0.515
O (24.7105, 23.3955, 21.9706)  -0.846
C (26.2055, 22.3843, 20.3343)  0.347
F (27.1431, 22.0677, 21.1203)  -0.199
F (25.3398, 21.3618, 20.2369)  -0.120
F (26.7494, 22.5930, 19.1372)  -0.309
C (24.5950, 25.0445, 18.7540)  -0.056
C (23.4436, 25.3008, 17.8343)  -1.089
H (23.6615, 26.1590, 17.2230)  0.461
H (23.3004, 24.4827, 17.1287)  0.240
H (22.5443, 25.5832, 18.3660)  0.013
H (25.6021, 25.0206, 18.3362)  0.557
H (24.6405, 25.8443, 19.4828)  0.013
H (25.9689, 24.4351, 20.5897)  0.135
C (15.0670, 23.4537, 20.9263)  0.035
O (13.8395, 24.1561, 20.6752)  -0.064
O (14.9568, 22.2711, 21.6917)  -0.565
C (15.6816, 23.2894, 19.5764)  0.636
F (15.8553, 24.5892, 19.1120)  -0.277
F (16.9129, 22.7349, 19.6496)  -0.315
F (15.0189, 22.6081, 18.6882)  -0.104
C (12.8533, 24.1269, 21.7084)  -0.326
C (11.7338, 25.1100, 21.4224)  -1.127
H (11.2181, 24.8968, 20.4550)  0.263
H (10.9444, 25.1694, 22.2446)  0.362
H (12.1479, 26.0990, 21.4318)  0.293
H (13.3137, 24.3732, 22.6867)  0.311
H (12.4342, 23.0850, 21.8401)  0.261
H (15.8311, 24.1341, 21.5149)  0.130
C (15.5092, 22.7072, 12.9643)  -0.988
O (15.3589, 21.8896, 11.7628)  0.419
O (14.3434, 23.0548, 13.4969)  -0.784
C (16.3589, 21.6292, 13.8299)  0.865
F (16.2768, 21.9338, 15.1545)  -0.232
F (15.7483, 20.3941, 13.6979)  -0.196
F (17.6866, 21.5553, 13.5239)  -0.239
C (15.2869, 22.7035, 10.6184)  -0.495
C (15.4051, 21.8974, 9.3660)  -1.174
H (14.5446, 21.2656, 9.2343)  0.293
H (15.4998, 22.3091, 8.3958)  0.479
H (16.3056, 21.2089, 9.3996)  -0.008
H (16.1258, 23.4147, 10.6896)  0.376
H (14.3612, 23.2383, 10.7038)  0.281
H (16.2659, 23.5892, 12.8095)  0.051
C (24.2499, 29.3418, 20.7103)  -0.061
O (23.4760, 29.2617, 19.4792)  -0.345
O (23.8513, 28.4095, 21.6576)  -0.391
C (25.7321, 29.0930, 20.4901)  0.696
F (26.3008, 29.2049, 21.7031)  -0.304
F (26.0360, 27.8994, 20.0341)  -0.167
F (26.3328, 30.0680, 19.7225)  -0.304
C (22.5699, 30.3037, 19.1252)  -0.472
C (21.3534, 30.2581, 20.0940)  -0.687
H (21.7041, 30.3540, 21.1324)  0.348
H (20.6521, 31.0457, 19.8139)  0.424
H (21.0150, 29.2189, 19.9771)  -0.054
H (22.2368, 29.9336, 18.1252)  0.238
H (23.1353, 31.1935, 19.1248)  0.394
H (24.2886, 30.3194, 21.1954)  0.404
C (20.5397, 17.8313, 20.1992)  0.016
O (21.3684, 17.0310, 20.9400)  -0.386
O (21.1567, 18.7479, 19.4241)  -0.026
C (19.9205, 16.8831, 19.1003)  0.419
F (20.8153, 16.4911, 18.2089)  -0.271
F (19.4899, 15.7286, 19.7103)  -0.326
F (18.8634, 17.4102, 18.5239)  -0.156
C (21.4754, 17.1715, 22.3926)  -0.341
C (22.7722, 17.6869, 22.7939)  -0.824
H (23.5126, 16.9898, 22.3740)  0.355
H (22.9720, 18.7010, 22.4487)  -0.009
H (22.8302, 17.6784, 23.9140)  0.340
H (21.2766, 16.2053, 22.6654)  0.496
H (20.5829, 17.7715, 22.7300)  0.226
H (19.6880, 18.1676, 20.7877)  0.568
C (21.2403, 11.1619, 14.8954)  -0.336
O (21.8272, 12.1341, 14.1191)  -0.372
O (22.0334, 10.6306, 15.9672)  -0.420
C (20.0272, 11.8464, 15.5131)  0.992
F (19.3359, 12.6276, 14.6609)  -0.269
F (19.2265, 10.9588, 16.0384)  -0.290
F (20.3018, 12.6762, 16.5632)  -0.272
C (21.7506, 11.9349, 12.6856)  -0.307
C (22.4252, 12.9760, 11.8056)  -1.045
H (22.0589, 14.0864, 11.8251)  0.204
H (23.5199, 12.8649, 11.9136)  0.274
H (22.0230, 12.6945, 10.8452)  0.390
H (20.6982, 11.7730, 12.4246)  0.354
H (22.1969, 10.9710, 12.4411)  0.363
H (20.9283, 10.3522, 14.2536)  0.493
C (26.4294, 21.0502, 13.1118)  -0.193
O (25.1995, 20.7154, 13.6547)  0.804
O (26.4638, 21.0863, 11.7615)  -0.557
C (26.8379, 22.3820, 13.9095)  0.396
F (27.9942, 23.0127, 13.6746)  -0.340
F (25.8500, 23.3482, 13.7950)  -0.120
F (26.9397, 22.0524, 15.2037)  -0.250
C (25.0012, 19.2891, 13.6659)  0.127
C (25.7007, 18.6348, 14.8040)  -1.547
H (25.5363, 17.5502, 14.9066)  0.390
H (26.7478, 18.8534, 14.8879)  0.397
H (25.1894, 18.9694, 15.6792)  0.264
H (25.3874, 19.0002, 12.7118)  0.235
H (23.9323, 19.0863, 13.6150)  -0.201
H (27.2250, 20.4218, 13.4063)  0.554